58
Properties=species:S:1:pos:R:3:forces:R:3 method="wB97M-V/def2-TZVPD" homo_energy_ev=-20.960 e_tot_ha=-2773.11183 charge=+4 orbital_gap_ev=6.0 fmax_ev_per_a=0.7
Zr -0.066 -0.394 0.189 0.3 0.3 -0.2
C -3.210 1.313 0.820 0.1 0.0 0.0
C -3.094 0.422 2.040 0.0 0.0 0.0
S -2.227 -1.135 1.606 0.0 0.0 -0.2
C -1.650 -1.770 3.226 0.0 0.0 0.0
C -0.376 -2.575 3.080 0.0 0.0 0.0
S 1.013 -1.681 2.295 0.0 0.0 0.0
C 1.435 -0.324 3.449 0.0 0.0 0.0
C 2.248 0.721 2.705 0.0 0.0 0.0
S 1.360 1.500 1.303 0.1 0.0 0.0
C 0.094 2.557 2.101 0.0 0.0 0.0
C -0.851 3.071 1.030 0.0 0.0 0.0
S -1.626 1.760 0.013 -0.1 -0.1 -0.1
H -3.706 2.253 1.071 0.0 0.0 0.0
H -3.798 0.848 0.026 0.0 0.0 0.0
H -4.092 0.141 2.385 0.0 0.0 0.0
H -2.563 0.899 2.863 0.0 0.0 0.0
H -2.444 -2.408 3.620 0.0 0.0 0.0
H -1.538 -0.916 3.894 0.0 0.0 0.0
H -0.514 -3.465 2.462 0.0 0.0 0.0
H -0.025 -2.919 4.055 0.0 0.0 0.0
H 2.040 -0.764 4.244 0.0 0.0 0.0
H 0.527 0.086 3.889 0.0 0.0 0.0
H 3.159 0.310 2.267 0.0 0.0 0.0
H 2.548 1.533 3.371 0.0 0.0 0.0
H 0.637 3.391 2.551 0.0 0.0 0.0
H -0.414 1.997 2.884 0.0 0.0 0.0
H -0.334 3.707 0.310 0.0 0.0 0.0
H -1.658 3.663 1.467 0.0 0.0 0.0
C -2.042 -1.411 -2.531 0.0 -0.1 -0.2
N -0.864 -1.554 -3.382 -0.1 0.0 0.0
C -1.161 -2.280 -4.644 0.0 -0.1 -0.1
P 0.656 -1.167 -2.989 0.0 -0.4 -0.3
O 0.457 -0.267 -1.676 -0.2 0.2 0.6
N 1.584 -2.356 -2.309 -0.1 0.1 0.1
C 1.550 -2.487 -0.894 0.0 0.0 0.0
C 2.036 -3.528 -3.100 0.0 -0.1 0.0
N 1.426 -0.559 -4.232 0.0 0.0 0.1
C 0.747 0.232 -5.285 0.0 0.1 -0.1
C 2.902 -0.576 -4.368 0.1 0.1 -0.1
H -2.774 -0.750 -2.999 0.0 0.0 0.0
H -1.799 -0.973 -1.544 -0.1 0.0 -0.1
H -2.509 -2.382 -2.356 0.0 0.0 0.0
H -1.909 -1.731 -5.217 0.0 0.0 0.0
H -1.544 -3.276 -4.422 0.0 0.0 0.0
H -0.263 -2.377 -5.248 0.0 0.0 0.0
H 0.484 -2.595 -0.489 0.0 0.0 0.1
H 2.060 -1.641 -0.385 0.0 0.0 0.1
H 2.050 -3.392 -0.550 0.0 0.0 0.0
H 2.005 -3.280 -4.159 0.0 0.0 0.0
H 1.395 -4.391 -2.925 0.0 0.0 0.0
H 3.064 -3.773 -2.839 0.0 0.0 0.0
H -0.323 0.287 -5.111 0.0 0.0 0.0
H 0.930 -0.231 -6.255 0.0 0.0 0.0
H 1.160 1.239 -5.298 0.0 0.0 0.0
H 3.370 -1.110 -3.548 0.0 0.0 0.0
H 3.273 0.448 -4.383 0.0 0.0 0.0
H 3.167 -1.055 -5.309 0.0 0.0 0.0